Entry 1:
DFT (ωB97M-V with the def2-TZVPD basis set) results for a molecular structure, C14H16Br24NO3 at a distorted geometry.

```
58
Properties=species:S:1:pos:R:3:mulliken_charge:R:1
O 5.75 2.14 0.47 -0.2717
O 4.66 2.12 -0.27 -0.1918
C 4.44 0.69 -0.53 -0.5962
N 2.97 0.31 -0.69 0.3087
C 2.72 -1.05 -1.36 -0.3078
C 1.23 -1.68 -1.63 -0.6149
C -0.09 -0.82 -1.15 0.0461
C 0.21 0.65 -0.40 0.0532
O -0.95 1.47 0.08 -0.4852
C 1.79 1.15 -0.22 -0.1362
H 6.44 1.49 0.13 0.3391
H 4.88 -0.03 0.29 0.4033
H 5.00 0.42 -1.54 0.3456
H 3.66 -1.71 -1.69 0.4360
H 1.18 -2.74 -2.16 0.4920
H -1.19 -1.24 -1.32 0.0608
H -1.19 1.04 0.97 0.3884
H 1.95 2.20 0.28 0.3704
C -3.99 0.09 -1.06 0.0470
Br -5.51 1.05 -0.32 -0.0024
Br -3.95 -1.76 -0.48 0.0061
Br -3.91 0.25 -2.99 0.0088
H -3.09 0.57 -0.66 0.0246
C -7.55 -4.11 -1.61 -0.3457
Br -5.85 -5.05 -1.61 -0.0579
Br -7.36 -2.26 -2.15 0.0808
Br -8.89 -5.05 -2.67 -0.0335
H -7.92 -4.11 -0.57 0.3657
C 2.73 -4.66 0.45 -0.5553
Br 2.51 -2.83 -0.16 0.4022
Br 1.95 -4.93 2.22 0.0228
Br 2.06 -5.94 -0.84 -0.0116
H 3.81 -4.84 0.55 0.3665
C 5.55 5.76 0.71 -0.3771
Br 7.41 5.82 0.14 -0.0355
Br 4.72 4.06 0.26 0.1551
Br 5.36 6.19 2.60 -0.0347
H 5.02 6.53 0.15 0.3673
C 9.76 9.03 -0.93 0.1415
Br 9.39 10.57 0.20 -0.0035
Br 8.94 9.20 -2.68 -0.0051
Br 11.67 8.68 -1.06 -0.0042
H 9.31 8.16 -0.44 -0.1462
C -10.61 0.53 -3.50 -0.3102
Br -8.70 0.64 -3.87 -0.0251
Br -11.67 1.28 -4.95 -0.0365
Br -11.16 -1.28 -3.06 -0.0232
H -10.80 1.15 -2.62 0.3723
C -8.26 -0.35 2.70 -0.3496
Br -9.57 -0.96 4.00 -0.0317
Br -6.50 -1.10 3.04 -0.0145
Br -8.85 -0.67 0.88 0.0558
H -8.17 0.74 2.82 0.3568
C 3.67 -6.86 5.63 -0.2526
Br 4.42 -6.77 7.42 -0.0100
Br 5.05 -6.94 4.26 -0.0129
Br 2.39 -8.31 5.46 0.0054
H 3.12 -5.93 5.47 0.2607
```

Its HOMO energy is -11.44 eV. Its frontier orbital gap is 0.2132 Eh. The total charge is +1. Its LUMO energy is -5.636 eV.

=====

Entry 2:
DFT (ωB97M-V with the def2-TZVPD basis set) results for a single C14H16F3NO2 molecule.

```
36
Properties=species:S:1:pos:R:3:mulliken_charge:R:1
C -3.07 -1.16 -1.62 -1.6799
C -2.93 0.28 -1.12 -0.1631
N -1.54 0.63 -0.84 -0.0660
C -0.65 -0.09 -0.12 0.5690
O -0.87 -1.17 0.39 -0.6544
C 0.70 0.56 -0.01 0.3871
C 0.86 1.93 0.19 -0.6506
C 2.13 2.47 0.32 -0.7440
C 3.25 1.65 0.25 -0.7733
C 3.08 0.28 0.07 0.1663
C 4.30 -0.59 0.03 0.8839
F 4.08 -1.80 -0.51 -0.2685
F 4.81 -0.82 1.26 -0.2506
F 5.30 -0.04 -0.69 -0.2656
C 1.82 -0.27 -0.05 -0.4537
C -3.84 0.60 0.08 0.2582
C -3.80 -0.39 1.26 -0.6014
C -5.11 -1.16 1.13 -0.6175
C -6.01 -0.11 0.48 -0.5275
O -5.18 0.63 -0.39 -0.4881
H -2.70 -1.87 -0.88 0.3096
H -4.11 -1.35 -1.83 0.3936
H -2.49 -1.29 -2.53 0.4466
H -3.26 0.95 -1.92 0.4722
H -1.22 1.51 -1.22 0.3004
H 0.00 2.57 0.27 0.4982
H 2.25 3.53 0.48 0.4082
H 4.24 2.07 0.35 0.4346
H 1.68 -1.33 -0.18 0.5126
H -3.57 1.62 0.43 0.2949
H -3.78 0.16 2.20 0.4421
H -2.92 -1.03 1.22 0.1470
H -4.99 -2.01 0.46 0.2151
H -5.50 -1.50 2.08 0.4205
H -6.43 0.56 1.25 0.3081
H -6.83 -0.52 -0.11 0.3364
```

The SMILES is C[C@H](NC(=O)c1cccc(C(F)(F)F)c1)[C@@H]1CCCO1. Its HOMO energy is -9.53 eV. Its frontier orbital gap is 0.3670 Eh. The total charge is 0. Its LUMO energy is 0.460 eV.

=====

Entry 3:
DFT (ωB97M-V with the def2-TZVPD basis set) results for 2 unconnected molecules or ions with the total composition C14H16F9N3O2P at a distorted geometry.

```
45
Properties=species:S:1:pos:R:3:mulliken_charge:R:1
C 7.42 0.13 2.34 -0.9467
P 6.54 0.57 0.73 0.1502
C 6.60 2.49 0.67 -0.8807
N 4.75 0.24 0.87 0.8439
N 4.30 0.05 2.11 -0.7415
C 2.91 -0.17 2.26 -0.4709
C 1.85 -0.21 1.07 0.2621
C 0.27 -0.42 1.28 -0.3933
C -0.43 1.01 0.91 -0.3263
F -1.27 0.91 -0.26 -0.2757
C 2.49 -0.01 -0.37 -0.2971
C 4.06 0.23 -0.40 0.3120
O 4.65 0.45 -1.68 -0.2293
C 5.26 -0.74 -2.18 0.4078
N 6.02 -1.61 -2.56 -0.3354
H 7.61 -0.99 2.46 0.3361
H 6.86 0.60 3.22 0.3317
H 8.47 0.64 2.31 0.3386
H 7.32 2.88 -0.13 0.3253
H 6.86 2.90 1.73 0.3303
H 5.55 2.88 0.43 0.2651
H 2.46 -0.35 3.31 0.2955
H 0.10 -0.58 2.41 0.3172
H -0.17 -1.27 0.64 0.3312
H 0.41 1.77 0.64 0.3306
H -0.97 1.46 1.83 0.3030
H 1.86 -0.04 -1.32 0.4247
C -4.30 -0.82 -0.61 -0.5623
C -5.08 -2.15 -0.70 0.8737
C -5.54 -2.56 -2.10 0.1236
F -6.33 -1.65 -2.70 -0.2048
F -6.27 -3.71 -2.03 -0.2735
F -6.11 -2.11 0.17 -0.2721
F -4.24 -3.13 -0.24 -0.3332
O -5.04 0.36 -0.27 -0.4099
C -5.75 1.01 -1.31 0.7301
C -7.28 0.90 -1.17 0.2206
F -7.68 -0.38 -1.03 -0.2028
F -7.90 1.40 -2.26 -0.2532
F -5.29 0.56 -2.49 -0.2732
F -5.39 2.32 -1.25 -0.2856
H -3.60 -0.94 0.22 0.2570
H -3.66 -0.65 -1.48 0.3519
H -4.69 -2.75 -2.76 0.2756
H -7.62 1.46 -0.29 0.2296
```

Its HOMO energy is -12.78 eV. Its frontier orbital gap is 0.2654 Eh. The total charge is +1. Its LUMO energy is -5.557 eV.

=====

Entry 4:
DFT (ωB97M-V with the def2-TZVPD basis set) results for a molecular structure, C14H16FN3O4RuSi at a distorted geometry.

```
40
Properties=species:S:1:pos:R:3:mulliken_charge:R:1
Ru -0.78 -13.08 7.16 1.0954
C -4.75 -14.28 7.85 -0.9125
Si -3.08 -14.64 7.18 -0.0514
C -2.69 -13.16 5.91 -1.0104
C -2.91 -16.30 6.38 -1.1017
N -1.79 -14.36 8.34 -0.0487
C -1.49 -14.88 9.57 0.8011
C -1.81 -16.22 9.84 -0.1933
C -1.60 -16.74 11.09 -0.6795
C -1.05 -15.97 12.13 -0.4475
C -0.75 -14.59 11.90 -0.6810
C -0.98 -14.07 10.64 0.6430
F -0.79 -12.79 10.41 -0.2436
H -5.42 -14.28 6.99 0.3905
H -4.70 -13.21 8.16 0.3270
H -5.13 -14.97 8.60 0.3674
H -1.83 -13.09 5.25 0.4718
H -3.15 -12.19 6.13 0.4466
H -3.39 -13.67 5.21 0.3618
H -3.58 -16.49 5.57 0.4515
H -3.10 -17.10 7.10 0.3995
H -1.86 -16.59 6.21 0.4041
H -2.13 -16.95 9.10 0.2095
H -1.86 -17.79 11.27 0.4243
H -0.86 -16.31 13.14 0.4421
H -0.29 -14.05 12.73 0.4471
O 4.30 -9.92 7.17 -0.4359
C 3.37 -9.47 6.32 0.4612
O 3.57 -8.52 5.62 -0.4838
C 1.98 -10.08 6.24 0.4118
C 1.06 -9.71 5.29 -0.2554
N 0.01 -10.58 5.36 -0.1839
N 0.22 -11.53 6.26 0.0056
C 1.46 -11.25 6.82 -0.1160
C 1.86 -12.19 7.90 0.5024
O 2.80 -11.99 8.61 -0.6085
O 0.96 -13.13 8.07 -0.6817
H 3.96 -10.59 7.71 0.3684
H 1.01 -8.98 4.50 0.5215
H -0.88 -10.46 4.89 0.1810
```

As for the expectation value of S²: 6.035. Its HOMO energy (alpha / beta) is -15.75 / -15.75 eV. Its frontier orbital gap (alpha / beta) is 0.2883 / 0.1929 Eh. Its spin multiplicity is 5. The total charge is +2. Its LUMO energy (alpha / beta) is -7.906 / -10.502 eV.

=====

Entry 5:
DFT (ωB97M-V with the def2-TZVPD basis set) results for a single C14H16N2O3S molecule.

```
36
Properties=species:S:1:pos:R:3:mulliken_charge:R:1
C 0.73 -2.66 -4.61 -0.8295
O 1.76 -2.72 -3.65 -0.4542
C 1.46 -2.50 -2.35 0.8591
C 0.18 -2.25 -1.85 -0.3967
C -0.01 -2.04 -0.50 -0.3984
C 1.06 -2.08 0.39 0.3372
C 0.86 -1.85 1.88 -1.1963
N -0.34 -1.14 2.23 -0.1403
C -0.61 0.13 1.82 0.6942
C 0.35 0.94 1.20 -0.2180
C 0.03 2.24 0.83 -0.9870
C -1.24 2.73 1.07 0.2992
S -1.62 4.40 0.63 1.2670
N -1.23 5.22 2.06 -0.5370
O -0.73 4.86 -0.39 -0.6741
O -3.04 4.54 0.44 -0.6736
C -2.20 1.95 1.68 -0.6553
C -1.90 0.66 2.05 -0.7140
C 2.33 -2.33 -0.11 -0.6296
C 2.53 -2.55 -1.45 -0.5565
H -0.03 -3.43 -4.42 0.3309
H 1.20 -2.85 -5.57 0.2357
H 0.25 -1.68 -4.62 0.3387
H -0.67 -2.20 -2.51 0.3803
H -1.01 -1.84 -0.14 0.3823
H 1.73 -1.31 2.27 0.3877
H 0.83 -2.82 2.38 0.4242
H -1.13 -1.70 2.48 0.2828
H 1.33 0.56 0.99 0.3308
H 0.75 2.87 0.34 0.4239
H -0.47 5.86 1.91 0.2692
H -2.03 5.70 2.44 0.2668
H -3.18 2.36 1.84 0.4323
H -2.64 0.03 2.51 0.3279
H 3.17 -2.36 0.57 0.3745
H 3.52 -2.75 -1.85 0.4156
```

The SMILES is COc1ccc(CNc2ccc(S(N)(=O)=O)cc2)cc1. Its HOMO energy is -8.25 eV. Its frontier orbital gap is 0.3274 Eh. The total charge is 0. Its LUMO energy is 0.663 eV.

=====

Entry 6:
DFT (ωB97M-V with the def2-TZVPD basis set) results for a single C14H16N4O4S molecule at a distorted geometry.

```
39
Properties=species:S:1:pos:R:3:mulliken_charge:R:1
C -0.30 1.78 0.44 -1.7173
C -0.21 0.91 -0.81 0.5928
C -0.85 -0.48 -0.54 -1.0255
N 0.06 -1.52 -0.07 0.5640
C -0.10 -2.11 1.23 0.0895
C -1.33 -2.66 1.71 -0.3591
C -1.48 -3.20 2.99 -0.8320
C -0.37 -3.19 3.81 -0.3702
C 0.88 -2.70 3.41 -0.6836
C 0.97 -2.14 2.13 0.3549
S 2.52 -1.42 1.58 1.3883
O 2.52 0.06 1.62 -0.6298
O 3.69 -1.97 2.26 -0.7498
C 2.51 -1.82 -0.15 0.0917
C 3.78 -2.12 -0.81 -0.3961
N 3.82 -2.11 -2.13 -0.7968
N 2.64 -1.92 -2.84 0.2160
C 1.37 -1.90 -2.28 -0.0975
O 0.36 -1.90 -3.04 -0.6533
C 1.29 -1.77 -0.79 0.4975
N -0.91 1.60 -1.93 0.0424
C -0.40 1.39 -3.30 -0.7907
O -2.33 1.72 -1.84 -0.4939
H -1.32 1.88 0.73 0.4116
H 0.30 1.33 1.25 0.2958
H 0.10 2.78 0.28 0.4102
H 0.88 0.79 -1.05 0.2460
H -1.65 -0.33 0.20 0.4332
H -1.35 -0.80 -1.43 0.3072
H -2.16 -2.72 1.01 0.4547
H -2.43 -3.53 3.39 0.4087
H -0.55 -3.56 4.83 0.3258
H 1.76 -2.74 4.07 0.4770
H 4.67 -2.35 -0.24 0.5539
H 2.65 -1.89 -3.85 0.2854
H -0.45 2.30 -3.92 0.3171
H 0.64 1.06 -3.25 0.2332
H -0.97 0.60 -3.85 0.2763
H -2.66 2.62 -1.96 0.3225
```

The SMILES is C[C@@H](CN1c2ccccc2S(=O)(=O)c2cn[nH]c(=O)c21)N(C)O. Its HOMO energy is -8.16 eV. Its frontier orbital gap is 0.2748 Eh. The total charge is 0. Its LUMO energy is -0.679 eV.

=====

| no. | molecular weight (g/mol) |
| --- | --- |
| 1 | 2164.0 |
| 2 | 287.3 |
| 3 | 460.3 |
| 4 | 438.5 |
| 5 | 292.4 |
| 6 | 336.4 |